Entry from the Open Molecules 2025 dataset: a 11-piece molecular cluster, C30H39Cl6F5O24 overall (ωB97M-V/def2-TZVPD).

Its HOMO energy is -10.63 eV. The SMILES is O=C1OC[C@@H](F)O1.O=C1OC[C@@H](F)O1.O=C1OC[C@@H](F)O1.O=C1OC[C@@H](F)O1.O=C1OC[C@@H](F)O1.C[C@H]1COC(=O)O1.C[C@H]1COC(=O)O1.C[C@H]1COC(=O)O1.ClCCl.ClCCl.ClCCl. As for the energy: -169600.239 eV. The value obtained for the largest force on an atom is 0.08957 Eh/bohr. For the HOMO-LUMO gap, the calculation gives 0.388 Eh. The charge is 0.

XYZ file:
```
104
Properties=species:S:1:pos:R:3:forces:R:3
O 15.038 37.487 -15.043 -0.573 -1.396 -0.106
C 14.789 36.355 -14.734 0.970 2.442 0.948
O 14.676 35.965 -13.433 0.507 1.848 1.479
C 14.877 34.600 -13.342 0.154 -1.528 -2.026
C 14.235 34.255 -14.660 0.417 -1.945 0.543
F 12.894 34.262 -14.516 -0.779 0.240 -0.509
O 14.669 35.296 -15.528 -0.776 -1.433 -0.025
H 15.899 34.271 -13.534 0.670 0.592 0.537
H 14.527 34.009 -12.496 -0.565 0.889 0.115
H 14.542 33.250 -14.948 -0.033 0.289 -0.950
O -1.671 27.973 -10.240 -0.800 2.115 -0.878
C -1.801 29.114 -10.640 2.051 -2.811 0.769
O -1.241 30.162 -10.003 -0.427 1.043 -0.493
C -1.507 31.367 -10.790 0.107 -0.398 0.364
C -2.620 30.867 -11.696 0.530 -0.554 0.976
F -2.616 31.332 -12.932 -0.291 1.022 -0.688
O -2.304 29.491 -11.829 -0.874 -0.269 0.647
H -1.807 32.139 -10.082 0.039 0.013 -0.270
H -0.658 31.676 -11.400 0.252 -0.163 0.258
H -3.555 30.990 -11.150 -0.578 0.001 -0.693
O 12.898 21.619 -18.990 1.845 -3.943 -0.227
C 13.470 20.521 -19.090 -1.610 3.736 0.225
O 12.966 19.324 -18.817 -0.862 0.203 0.240
C 13.908 18.301 -19.087 -0.868 -0.513 -1.293
C 15.071 19.045 -19.755 0.284 0.247 1.223
F 15.161 18.915 -21.108 -0.387 -0.541 0.106
O 14.749 20.381 -19.498 0.771 0.386 -0.082
H 14.004 17.703 -18.181 0.837 0.285 -0.065
H 13.476 17.659 -19.855 -0.097 -0.183 0.028
H 16.035 18.771 -19.326 0.084 0.320 -0.155
O 3.196 32.048 -23.127 -1.242 -3.734 -1.530
C 2.994 31.001 -23.737 -1.438 2.073 3.327
O 1.984 29.934 -23.401 1.751 3.697 0.834
C 2.278 28.870 -24.196 0.193 -1.792 -1.027
C 3.058 29.428 -25.360 1.454 -0.845 0.900
F 2.333 29.659 -26.444 -0.712 0.961 -0.779
O 3.654 30.637 -24.796 -0.337 -1.623 -1.972
H 2.892 28.087 -23.752 0.493 0.294 0.711
H 1.401 28.280 -24.463 -0.375 0.623 -0.448
H 3.863 28.754 -25.653 0.227 0.333 -0.011
O -3.471 29.888 -19.829 -1.220 0.500 -1.041
C -4.428 29.198 -19.986 1.126 -0.362 -1.455
O -4.891 28.424 -19.038 -0.032 0.080 1.151
C -5.503 27.301 -19.598 -1.238 -0.661 1.582
C -5.667 27.579 -21.046 1.722 0.411 -1.180
F -6.912 27.569 -21.534 -0.664 -0.106 0.145
O -5.115 28.854 -21.203 1.318 1.561 1.209
H -4.836 26.456 -19.426 -0.440 -0.209 0.121
H -6.467 27.262 -19.090 -0.037 -0.840 -0.134
H -5.016 26.928 -21.629 -0.534 -0.378 -0.394
C 0.648 38.246 -17.925 -0.529 0.033 -2.537
C -0.081 37.950 -16.640 0.467 -0.937 -3.379
C 0.397 36.710 -15.876 -0.670 -0.032 -2.472
O 0.214 37.152 -14.593 0.538 1.286 1.753
C 0.320 38.548 -14.609 -0.764 0.732 3.729
O 0.374 39.208 -13.587 0.210 -1.424 -2.375
O 0.194 39.011 -15.847 1.290 1.678 3.112
H 1.719 38.113 -18.078 0.098 -0.628 1.017
H 0.544 39.268 -18.289 -0.458 0.382 0.694
H 0.176 37.734 -18.764 0.015 -0.560 0.013
H -1.160 38.046 -16.769 -0.225 -0.951 -0.445
H 1.417 36.440 -16.150 0.387 0.341 0.388
H -0.186 35.831 -16.153 -0.359 0.067 0.499
C 5.513 27.359 -17.761 -0.974 0.680 -1.709
C 5.099 28.905 -17.780 1.416 -4.284 0.926
C 3.793 29.092 -17.032 -0.733 1.023 -1.936
O 4.112 30.070 -16.053 -1.818 0.236 0.124
C 5.410 30.303 -16.051 1.133 -1.004 1.367
O 5.986 31.021 -15.304 0.007 0.622 -0.149
O 5.996 29.392 -16.839 1.978 1.770 0.278
H 5.009 26.763 -17.000 0.435 0.474 0.557
H 6.600 27.288 -17.767 -0.163 -0.078 0.296
H 5.158 26.868 -18.668 0.092 0.074 -0.384
H 5.378 29.321 -18.748 -0.955 0.319 -0.071
H 3.424 28.144 -16.641 0.013 0.369 0.424
H 3.074 29.544 -17.715 -0.439 -0.197 0.276
C 9.823 26.786 -11.667 -1.886 -1.581 -0.099
C 9.633 27.361 -10.314 3.142 1.064 -0.633
C 10.129 26.513 -9.126 -2.095 -0.173 -0.261
O 11.015 27.317 -8.362 0.218 0.849 -0.468
C 11.236 28.482 -9.031 1.430 2.820 -0.861
O 11.850 29.485 -8.642 -1.912 -3.714 -0.799
O 10.713 28.389 -10.323 -0.624 0.392 2.592
H 10.609 26.037 -11.761 0.461 0.696 -0.199
H 9.734 27.599 -12.387 0.561 -0.329 -0.186
H 8.907 26.202 -11.759 -0.234 -0.354 -0.713
H 8.636 27.799 -10.357 0.141 0.363 1.085
H 10.533 25.585 -9.530 0.674 0.143 0.387
H 9.284 26.264 -8.485 0.130 -0.164 0.143
Cl -0.741 23.112 -15.754 -0.019 -0.004 0.588
C -1.507 22.311 -14.345 -0.864 -0.286 -1.078
Cl -1.486 20.563 -14.555 0.683 -0.726 0.265
H -1.063 22.627 -13.401 -0.128 -0.057 -0.328
H -2.584 22.425 -14.467 0.328 1.083 0.555
Cl 8.221 24.899 -23.672 -0.720 -0.934 -0.288
C 7.541 23.228 -23.904 0.633 -0.136 0.251
Cl 5.795 23.038 -23.903 -0.324 0.502 0.065
H 7.866 22.810 -24.857 0.279 0.391 0.233
H 7.898 22.636 -23.061 0.126 0.187 -0.258
Cl 6.770 37.708 -10.024 -0.100 -0.171 -0.204
C 7.379 38.158 -11.628 0.217 0.588 0.403
Cl 7.706 39.953 -11.625 -0.104 -1.093 -0.351
H 8.307 37.606 -11.778 -0.084 0.381 -0.063
H 6.646 37.903 -12.392 0.073 0.293 0.217
```
Forces are in eV/Å.

---

Entry from the Open Molecules 2025 dataset: C30H39CsN9OSSe3 as an isolated structure (ωB97M-V/def2-TZVPD).

Its HOMO energy is -3.67 eV. As for the energy: -254624.667 eV. The value obtained for the largest force on an atom is 0.03934 Eh/bohr. For the HOMO-LUMO gap, the calculation gives 0.178 Eh. The charge is -1.

XYZ file:
```
84
Properties=species:S:1:pos:R:3:forces:R:3
Cs -0.481 -0.311 -0.150 0.853 -0.430 -1.783
N -5.387 -1.430 0.205 -0.127 -0.058 -0.023
C -4.006 -1.320 0.377 0.153 -0.003 0.021
S -3.077 -1.946 -0.950 -0.350 -0.214 -0.101
N -3.696 -0.751 1.503 -0.289 0.116 0.305
N -2.374 -0.463 1.820 -0.423 -0.016 0.379
C -2.299 0.142 2.948 -0.199 -0.012 0.122
C -1.139 0.633 3.700 -0.022 -0.043 -0.048
C -1.424 1.050 5.007 -0.071 -0.010 0.016
C -0.466 1.519 5.883 0.076 0.020 0.027
C 0.857 1.581 5.437 -0.081 0.001 0.039
C 1.179 1.198 4.157 0.113 0.042 0.020
C 0.210 0.730 3.222 0.093 -0.001 0.003
O 0.556 0.439 2.024 0.234 0.286 0.990
H -5.647 -2.194 -0.397 -0.005 0.023 -0.008
H -5.902 -1.364 1.072 0.036 0.003 -0.001
H -3.251 0.306 3.467 0.021 -0.018 -0.028
H -2.455 0.988 5.340 -0.016 -0.008 -0.006
H -0.735 1.825 6.885 -0.001 0.003 0.014
H 1.636 1.936 6.104 0.021 0.003 0.005
H 2.204 1.247 3.805 -0.012 -0.003 -0.002
C -1.545 -4.102 1.532 -0.004 -0.009 0.050
N -0.360 -3.284 1.407 0.045 0.041 -0.079
C 0.139 -2.883 2.704 0.011 0.025 0.054
C 0.668 -3.901 0.592 -0.034 0.019 0.040
C 0.243 -3.993 -0.879 0.035 0.067 0.067
N 1.166 -3.296 -1.773 0.001 0.023 0.025
C 2.453 -3.958 -1.832 -0.020 0.022 -0.012
C 0.587 -3.188 -3.097 0.014 0.003 0.021
H -1.337 -5.037 2.087 -0.003 -0.009 0.006
H -1.947 -4.349 0.552 -0.031 -0.011 -0.040
H -2.315 -3.539 2.060 -0.009 0.001 0.007
H 0.442 -3.750 3.321 0.003 -0.019 0.014
H -0.639 -2.333 3.231 -0.021 -0.001 0.041
H 0.992 -2.215 2.589 0.010 0.011 -0.014
H 0.949 -4.900 0.984 0.002 0.020 0.010
H 1.552 -3.262 0.667 0.024 -0.024 -0.024
H -0.730 -3.508 -0.978 -0.039 -0.031 0.012
H 0.128 -5.045 -1.198 0.001 0.003 -0.007
H 2.372 -4.988 -2.226 0.000 -0.009 -0.003
H 2.898 -4.009 -0.839 0.011 -0.002 0.011
H 3.130 -3.398 -2.480 0.010 0.006 -0.007
H 0.416 -4.176 -3.562 -0.005 0.002 -0.005
H 1.256 -2.620 -3.748 0.002 0.003 -0.016
H -0.374 -2.675 -3.034 -0.014 -0.003 -0.008
Se -3.249 6.435 -5.080 0.032 0.074 -0.057
N -2.909 6.262 -3.341 -0.003 -0.086 0.207
C -2.367 5.086 -3.166 -0.019 0.121 0.034
C -1.960 4.560 -1.866 -0.046 0.072 -0.080
C -2.152 5.270 -0.682 -0.010 0.015 0.027
C -1.771 4.698 0.510 -0.003 -0.031 -0.060
C -1.201 3.422 0.479 0.018 0.079 0.050
N -0.998 2.750 -0.639 -0.018 0.013 -0.049
C -1.372 3.296 -1.799 0.053 -0.052 0.076
C -1.155 2.490 -3.025 0.043 -0.021 0.051
N -0.561 1.302 -2.883 -0.052 0.142 -0.076
C -0.393 0.551 -3.953 -0.026 -0.017 -0.093
C -0.802 0.924 -5.235 0.017 0.069 0.053
C -1.393 2.156 -5.392 -0.009 0.010 -0.019
C -1.572 2.965 -4.271 -0.048 0.095 -0.065
C -2.183 4.290 -4.360 0.020 -0.002 -0.118
N -2.578 4.834 -5.480 0.016 -0.202 0.000
H -2.606 6.252 -0.726 0.000 0.000 0.015
H -1.913 5.210 1.451 0.005 -0.011 0.023
H -0.897 2.925 1.396 0.010 -0.035 0.018
H 0.089 -0.406 -3.789 0.004 -0.037 0.001
H -0.654 0.260 -6.075 0.015 -0.024 0.004
H -1.726 2.514 -6.357 0.000 -0.011 -0.015
C 5.130 -1.751 1.463 -0.081 0.066 0.036
Se 3.425 -0.793 1.449 0.123 -0.093 -0.032
C 3.523 -0.318 -0.446 -0.073 0.009 -0.064
C 4.232 0.994 -0.757 0.016 0.098 0.046
Se 3.076 2.563 -0.876 -0.050 -0.017 0.038
C 2.554 2.702 0.997 0.050 -0.039 -0.056
H 5.267 -2.135 2.472 0.029 0.000 -0.023
H 5.956 -1.087 1.217 0.019 0.013 0.002
H 5.100 -2.584 0.763 0.002 -0.023 -0.006
H 2.502 -0.301 -0.825 -0.010 -0.007 0.006
H 4.030 -1.148 -0.944 -0.014 -0.037 0.077
H 4.700 0.943 -1.743 -0.002 0.021 0.013
H 5.014 1.213 -0.027 0.010 -0.063 -0.034
H 3.446 2.809 1.610 0.018 0.022 0.031
H 1.969 1.838 1.313 -0.029 0.072 -0.019
H 1.948 3.603 1.078 0.001 0.008 -0.022
```
Forces are in eV/Å.